134
Properties=species:S:1:pos:R:3:lowdin_charge:R:1 method="wB97M-V/def2-TZVPD" multiplicity=1 e_above_lowest_kcal_mol=10.9 largest_force_ev_per_a=0.384 homo_lumo_gap_ev="6.74 / 5.26" mol_weight_g_mol=1093.67 e_tot_ev=-95681.0812 e_lumo_ev="-0.28 / -1.28"
C 2.574 -4.008 -0.891 -0.202
O 1.199 1.864 1.249 -0.252
H -2.913 -4.211 -5.205 0.119
C -1.060 1.527 5.234 -0.015
C -5.485 0.766 0.328 -0.276
H -2.429 0.028 1.230 0.090
C -4.761 1.400 1.520 -0.115
C -5.708 1.825 -0.758 -0.114
H -6.448 0.364 0.653 0.140
H 5.553 -5.322 -1.779 0.108
O 1.859 1.765 3.810 -0.150
H 3.721 2.776 6.360 0.087
H 5.135 2.319 0.886 0.087
H -6.344 2.626 -0.370 0.120
C 4.257 1.604 3.941 -0.037
H -1.619 -2.027 0.413 0.043
H 4.012 -1.328 -2.025 0.091
C -2.827 -3.496 -4.393 0.010
H -2.866 2.375 1.900 0.107
C 0.561 3.372 -0.451 -0.021
H -1.285 -7.566 1.018 0.100
H 0.087 3.762 2.953 0.087
C -0.484 -4.349 -3.982 -0.032
H -1.082 3.103 1.805 0.059
H 4.356 2.528 3.366 0.079
C -3.789 -1.724 -3.092 0.028
H 5.079 0.547 0.837 0.106
H 1.536 4.163 -4.484 0.119
C -0.212 3.754 1.903 -0.014
H -1.693 1.286 6.091 0.089
C 1.603 0.750 -4.197 -0.318
H 4.867 3.226 -1.931 0.097
N 2.751 -2.729 -1.225 0.077
H 2.936 3.727 5.084 0.084
H -4.618 0.657 2.310 0.097
N -2.389 -0.869 -1.221 0.149
H -2.683 3.447 -0.330 0.109
N 0.415 -3.427 0.032 0.121
H -4.628 -1.072 -2.906 0.096
H 1.953 2.797 6.225 0.078
O 3.396 0.839 -1.407 -0.037
C 3.153 2.891 -5.062 -0.286
H -6.229 1.382 -1.614 0.119
Tl 0.960 -0.625 -0.500 0.707
H 0.458 4.423 -0.729 0.093
S 1.980 -0.888 2.104 0.255
C 5.281 2.223 -1.792 -0.001
C 4.953 -3.267 -1.981 -0.048
H 0.153 -4.509 -3.111 0.067
H -4.452 -1.129 0.531 0.126
H -5.995 -3.056 -4.336 0.084
H 0.132 -3.903 -4.767 0.084
C -4.643 -0.381 -0.246 -0.067
H 2.045 5.096 1.167 0.091
C -4.361 2.401 -1.207 -0.278
H 3.583 1.422 1.076 0.035
C 3.555 -4.973 -1.079 -0.007
H 2.788 -0.550 4.823 0.048
F 3.914 3.929 -5.471 0.050
H -3.248 -0.015 4.618 0.099
H -2.757 -0.422 2.965 0.073
H 3.004 3.701 0.640 0.073
H 6.263 2.325 -1.330 0.080
H -4.525 3.160 -1.976 0.140
H 1.923 0.298 6.125 0.078
H 4.650 1.462 -5.593 0.119
C 0.830 -0.329 -3.735 0.011
H -0.489 4.768 1.607 0.095
C 2.899 0.551 -4.728 -0.039
C -2.654 0.314 3.763 -0.039
H 2.521 3.852 2.342 0.075
H -1.374 2.490 4.826 0.090
H 4.282 0.752 3.262 0.057
C -3.497 1.279 -1.792 -0.067
H 5.882 -2.923 -2.414 0.105
H 1.212 -1.341 -3.784 0.055
C 1.259 -4.396 -0.282 -0.290
C 1.124 2.078 -4.127 -0.031
C 2.206 4.025 1.312 -0.012
H -5.048 -3.382 -5.788 0.073
C -2.584 0.797 0.468 -0.097
H -4.233 3.836 0.414 0.124
H 3.351 -5.993 -0.789 0.105
C 4.544 1.462 0.565 -0.036
H -0.383 2.865 -0.660 0.063
H -5.426 -1.720 -5.331 0.082
H 5.103 1.531 4.629 0.089
Si 1.115 0.911 2.610 -0.222
H 5.358 1.760 -2.772 0.072
H -0.826 -5.320 -4.340 0.079
C -3.894 -2.636 -4.126 -0.258
H -2.539 -3.250 1.199 0.106
C -5.159 -2.704 -4.943 -0.047
H -0.637 -2.478 -2.046 0.055
H -1.589 1.137 0.168 0.093
H -2.511 1.669 -2.069 0.124
O -0.494 0.851 2.982 -0.153
C -3.289 0.165 -0.743 -0.437
H -3.047 1.271 3.415 0.066
C 4.327 1.446 -0.917 -0.472
C 2.822 0.300 5.506 -0.041
N -1.055 -5.118 0.826 0.180
C -0.738 -3.846 0.588 -0.436
C -0.673 -0.897 4.661 -0.030
C 2.945 1.601 4.718 -0.651
C 4.767 -4.593 -1.629 -0.054
C 2.885 2.800 5.658 -0.027
C -2.619 -1.655 -2.283 -0.257
C 1.893 3.144 -4.546 -0.007
H -3.952 0.888 -2.702 0.109
H 0.136 2.255 -3.717 0.112
H -5.369 2.209 1.936 0.127
N -1.632 -2.896 0.939 0.193
N 1.058 -5.695 -0.105 0.169
H -0.031 1.624 5.570 0.060
H 0.400 -0.862 4.850 0.050
C -3.407 1.944 1.055 -0.290
C -1.555 -2.545 -2.614 -0.001
H -0.843 -1.669 3.908 0.081
C -1.645 -3.451 -3.645 -0.252
C 3.664 1.608 -5.171 -0.026
N -0.378 -7.300 0.682 0.158
H -0.213 -0.195 -3.483 0.040
H 0.260 -7.987 0.329 0.100
H -5.196 -0.883 -1.040 0.104
H 3.289 -0.459 -4.788 0.114
C -0.122 -5.994 0.462 -0.448
H -1.184 -1.177 5.585 0.091
H 1.342 2.919 -1.067 0.075
C 0.925 3.246 1.023 -0.625
C -1.190 0.449 4.162 -0.624
H 3.686 0.185 6.164 0.089
C -3.638 3.021 -0.008 -0.107
C 3.915 -2.375 -1.762 -0.119


173
Properties=species:S:1:pos:R:3:lowdin_charge:R:1 method="wB97M-V/def2-TZVPD" multiplicity=1 smiles="CCOC(=O)C(F)(F)F.CCOC(=O)C(F)(F)F.CCOC(=O)C(F)(F)F.CCOC(=O)C(F)(F)F.CCOC(=O)C(F)(F)F.CCOC(=O)C(F)(F)F.CCOC(=O)C(F)(F)F.O=S1(=O)CCCC1.O=S1(=O)CCCC1.O=S1(=O)CCCC1.O=S1(=O)CCCC1.O=S1(=O)CCCC1" largest_force_ev_per_a=3.908 homo_lumo_gap_ev=10.23 mol_weight_g_mol=1595.40 e_tot_ev=-211374.1015 e_lumo_ev=0.11
F -2.305 3.228 -2.489 0.211
H -5.470 6.208 0.084 0.130
O 0.946 5.852 -0.815 0.010
S -6.247 0.664 -1.588 0.674
C 0.428 -0.036 -0.292 -0.169
H -1.955 -6.033 -3.691 0.128
F -1.101 -3.978 2.088 0.118
H 4.098 5.076 -0.203 0.083
C 2.241 -3.413 -3.375 -0.535
H -5.381 6.650 2.389 0.129
C 0.922 -0.010 4.367 -0.230
H 4.114 2.176 0.726 0.101
H 4.720 -0.149 3.939 0.092
F 2.591 -3.585 -4.605 0.217
H 0.905 5.930 -5.284 0.108
H 3.701 6.786 -0.645 0.082
O 6.832 2.006 1.129 -0.318
C 3.759 0.565 2.113 -0.198
O 1.117 0.289 -4.436 0.007
H 1.138 -1.426 -5.428 0.090
O 1.101 0.619 7.760 -0.288
H -6.773 -1.271 -2.599 0.101
H -6.981 4.704 1.286 0.110
H -2.256 -1.301 7.051 0.070
H -3.850 -0.458 -0.283 0.117
H -1.128 -4.735 -1.715 0.055
F -4.667 -3.879 -6.699 0.162
H 3.340 -0.424 1.924 0.075
S 0.917 -0.495 6.937 0.662
F 3.877 2.158 -3.848 0.135
C 4.067 -4.646 2.755 -0.175
H -0.347 1.104 5.706 0.108
F 3.662 0.668 -2.271 0.122
C -1.978 -3.478 6.734 -0.091
H -3.746 6.558 1.900 0.101
H 5.407 1.354 3.553 0.133
C -0.863 3.373 -4.273 -0.431
C -4.898 -3.706 -5.380 -0.547
H 0.276 0.189 -1.358 0.116
F 2.078 -4.655 -2.832 0.127
H -5.325 -0.767 -3.320 0.076
F -1.529 6.561 -0.190 0.153
O 0.817 7.027 -2.722 0.140
O -0.396 0.811 0.510 0.036
C 6.824 -2.562 -2.265 -0.041
C -4.405 4.674 2.966 -0.197
H -2.841 -4.492 -1.845 0.071
H -0.514 5.385 -6.042 0.127
H 3.341 -6.162 4.044 0.115
H 0.475 -0.263 3.399 0.113
H -5.364 -2.699 -1.417 0.102
H 6.953 -3.614 -2.030 0.087
H 7.407 -2.022 -1.513 0.076
C -1.076 2.942 -2.804 -0.568
H 2.166 4.238 -1.240 0.103
H 4.863 -5.344 2.570 0.096
F 2.020 2.049 -2.688 0.157
H -1.121 -1.448 -0.177 0.056
H 4.315 -3.712 3.278 0.092
C 0.592 -0.514 -5.578 -0.121
O -2.366 -3.479 5.280 0.036
C 2.893 -5.428 3.391 -0.203
C -0.828 2.778 1.839 -0.548
C -5.029 5.372 0.663 -0.235
C 4.949 0.464 3.075 -0.212
C -0.967 7.281 -1.180 -0.566
H 2.666 -1.164 3.926 0.072
H -1.290 0.555 -5.706 0.057
H -2.569 -4.368 7.068 0.142
F 1.039 -2.825 -3.366 0.141
H 3.005 -1.728 6.520 0.116
O 3.137 -0.210 -5.086 0.200
O 4.453 -2.972 -2.596 0.060
H 2.292 -4.781 3.993 0.090
H 2.612 -6.777 1.750 0.114
H 1.172 -6.401 2.678 0.123
C 2.302 5.330 -1.170 -0.180
H -4.955 4.902 3.863 0.093
C -2.721 -2.256 7.364 -0.043
O -1.303 2.785 -5.188 0.180
C -4.829 -0.929 -0.138 -0.193
H -5.580 0.853 0.627 0.077
H -3.726 -2.216 7.122 0.049
O -4.267 2.460 1.568 -0.351
O -6.228 2.727 3.196 -0.323
H 1.007 -4.202 1.444 0.057
H 5.847 -1.189 1.940 0.098
C 6.056 -0.174 2.265 -0.241
H 2.122 3.654 -5.719 0.064
C -1.435 -3.740 4.422 -0.465
O -5.326 1.674 -1.982 -0.305
C 0.326 6.661 -1.687 -0.386
O 0.343 -1.721 7.440 -0.313
O 1.303 2.236 0.782 0.171
H -3.988 -1.921 -1.918 0.083
C -5.785 -0.899 -2.388 -0.234
O 4.028 -4.548 -0.058 -0.327
H -4.207 4.919 0.115 0.109
H 0.161 -1.881 0.960 0.065
H -3.446 4.220 3.116 0.081
C -0.035 0.083 5.493 -0.210
C -0.941 -0.436 -5.408 -0.032
H 1.360 -2.114 4.677 0.114
O -7.673 0.969 -1.743 -0.339
F -3.109 -3.963 2.730 0.222
H 2.436 5.590 -2.249 0.129
H -6.376 3.714 0.065 0.103
C -1.886 -4.318 -2.335 -0.047
C 4.341 1.108 0.783 -0.187
H -0.967 -0.437 5.316 0.095
F -0.125 3.712 2.524 0.135
H -1.235 -0.403 -4.353 0.075
C -0.074 -1.487 -0.038 -0.023
H -6.926 -0.407 0.342 0.118
S 6.140 0.784 0.768 0.711
H 1.314 4.117 -7.298 0.107
H -0.904 -3.440 6.725 0.081
H -0.854 -4.719 -4.226 0.110
F -0.675 8.488 -0.703 0.180
F -0.281 3.485 -1.910 0.186
C 2.432 0.365 -4.365 -0.451
C 3.218 -2.569 -2.423 -0.403
H -4.646 -1.656 0.638 0.106
H 3.166 -0.012 6.100 0.119
F -0.984 1.598 -2.673 0.139
F -2.015 -2.130 2.746 0.142
H 3.841 0.745 -0.065 0.050
F -6.195 -3.950 -5.203 0.171
C -1.957 -3.466 3.014 -0.537
H 1.513 0.936 4.231 0.131
H -1.666 -3.233 -2.265 0.071
O 3.215 -2.499 1.260 -0.357
F -4.676 -2.463 -4.979 0.179
C 1.916 -1.149 4.689 -0.225
C 3.330 5.851 -0.236 -0.050
O 2.823 -1.675 -1.749 0.144
F -1.788 3.407 1.201 0.182
O -0.164 4.485 -4.213 0.024
O 6.529 -0.040 -0.352 -0.314
S 3.414 -3.963 1.138 0.746
C 1.818 -4.861 1.221 -0.206
H 5.181 -1.178 -2.058 0.093
H 7.145 -2.301 -3.249 0.079
H -2.735 -2.347 8.427 0.075
C -1.803 -4.951 -3.759 -0.170
C 2.451 -0.873 6.088 -0.215
C 0.361 5.022 -5.492 -0.103
F -1.309 2.014 2.795 0.174
O -2.713 -4.313 -4.664 0.004
H 0.445 -2.071 -0.777 0.053
H 7.030 -0.157 2.695 0.099
C -5.967 0.004 0.044 -0.223
F -1.843 7.443 -2.149 0.191
H 0.701 2.956 -6.156 0.035
H 3.083 1.300 2.536 0.098
H 1.457 0.084 -0.033 0.096
C 2.077 -5.972 2.228 -0.216
H 1.646 -5.209 0.140 0.129
O -4.444 -5.530 -3.881 0.197
C 0.184 1.932 0.947 -0.383
C -4.029 -4.669 -4.562 -0.386
O -0.338 -4.068 4.659 0.172
S -5.289 3.282 2.244 0.710
H 5.305 -2.296 -0.810 0.100
H 2.918 6.041 0.770 0.097
C 2.971 1.306 -3.266 -0.446
C -6.035 4.297 0.921 -0.229
H 0.933 -0.105 -6.534 0.131
C 5.442 -2.199 -1.874 -0.226
C -4.943 -1.730 -1.503 -0.195
H -1.481 -1.191 -5.948 0.071
C 1.190 3.894 -6.197 -0.034
C -4.605 5.910 2.047 -0.187


133
Properties=species:S:1:pos:R:3:lowdin_charge:R:1 method="wB97M-V/def2-TZVPD" multiplicity=5 charge=+2 largest_force_ev_per_a=2.200 s_squared=6.0553 homo_lumo_gap_ev="8.46 / 5.66" mol_weight_g_mol=1034.50 e_tot_ev=-96346.4364 e_lumo_ev="-4.61 / -7.54"
H 1.951 5.801 -1.703 0.119
C 0.053 -4.025 3.034 0.008
H 1.792 -1.139 1.857 0.046
H 3.645 2.199 5.160 0.117
C 2.379 -1.674 -3.409 -0.178
H -6.169 0.538 -0.997 0.116
H 0.654 3.984 2.957 0.104
C -2.666 -1.840 4.730 -0.156
H 4.401 0.029 -0.975 0.023
H -0.256 3.744 0.651 0.074
C 4.320 1.893 3.142 -0.052
C -0.959 0.234 -6.311 -0.187
H -0.873 -0.048 -7.360 0.119
C 4.740 -3.620 1.906 -0.035
C 4.059 -3.414 0.732 -0.012
H -2.678 5.211 1.782 0.123
P -0.746 0.779 -1.734 0.981
C -1.845 -0.943 2.492 -0.240
H 1.141 -4.084 3.047 0.105
O -0.149 -2.132 1.104 -0.128
H 1.997 -2.222 -4.272 0.050
H -2.168 -1.202 -3.465 0.078
H -3.743 -1.891 4.887 0.114
H 4.984 -3.029 3.962 0.123
N 2.407 -2.153 -0.536 -0.154
C -0.002 2.448 -1.606 -0.384
H 1.163 0.990 -3.737 0.086
C 3.934 1.594 1.845 -0.086
O -0.422 -4.295 1.696 0.042
H -2.381 2.418 0.596 0.043
H -5.253 1.534 -2.922 0.122
C 3.796 0.884 -1.289 -0.185
C -2.217 4.497 1.093 -0.172
C 3.018 -2.446 0.643 -0.328
C 2.022 1.774 3.828 -0.078
H -2.982 1.648 2.900 0.081
H -4.084 0.257 -3.177 0.100
H -0.264 5.428 1.175 0.122
N -0.583 -2.864 -1.485 0.029
H -1.026 -4.684 -0.540 0.176
H -2.361 -1.128 -0.029 0.062
H -2.200 -0.361 6.223 0.121
H 4.317 -4.002 -0.138 0.084
H -1.251 -1.863 -5.901 0.115
H -2.224 -2.593 5.385 0.113
H -0.900 2.356 4.097 0.097
H -5.768 -0.863 -1.972 0.115
H -1.854 1.233 -3.810 0.115
H -0.406 0.757 5.042 0.076
H -3.903 3.140 1.147 0.121
H 5.542 -4.346 1.935 0.124
H -0.372 -4.793 3.670 0.125
C 4.865 -2.983 -2.313 -0.158
Os 0.752 -0.834 -0.685 1.159
C 0.254 1.166 -4.321 -0.187
N -0.810 -3.708 -0.396 0.066
C 1.623 1.494 2.519 -0.379
H 5.426 -2.256 -1.722 0.043
H -1.581 1.132 -6.271 0.120
C 3.359 1.976 4.140 -0.049
C 1.401 4.870 -1.664 -0.045
C 2.640 -1.804 1.855 -0.047
C -1.303 -0.822 -4.012 -0.213
H -4.765 -1.519 0.046 0.116
H 0.152 2.246 -4.412 0.115
H 0.024 -3.336 -2.150 0.068
C -2.163 -0.454 5.137 -0.184
H -0.264 -3.037 3.358 0.059
H 3.001 -5.306 -2.494 0.046
H -3.048 2.374 -2.408 0.080
C 3.335 -2.009 3.021 -0.043
C 1.285 2.527 -1.070 -0.323
C 1.977 3.736 -1.116 -0.077
H -4.492 0.134 0.574 0.115
H 0.936 1.270 -6.360 0.120
H 2.983 3.791 -0.712 0.110
C -4.563 0.867 -2.404 -0.177
P -0.152 1.201 2.123 1.172
H 4.405 1.784 -1.187 0.040
C -2.825 3.115 1.316 -0.207
H -2.421 4.843 0.077 0.107
H 1.594 -0.995 -3.057 -0.042
C -0.591 -0.328 3.128 -0.401
H 3.051 -1.466 3.914 0.122
H -1.571 3.584 -2.576 0.099
H 1.288 1.828 4.621 0.098
C -0.713 4.449 1.349 -0.190
H -0.074 -0.953 5.131 0.121
C -2.446 0.825 -0.975 -0.403
H -1.602 -1.218 1.466 0.041
H 4.695 1.520 1.079 0.095
H 5.364 2.070 3.368 0.116
Si 3.002 -2.864 -2.073 0.478
C -3.503 1.702 -1.686 -0.167
H -0.453 -1.465 -3.770 0.074
C -0.731 -0.212 4.664 -0.173
H -3.205 -2.583 2.757 0.123
H 1.730 -4.941 -1.340 0.028
H -2.246 1.236 0.019 0.038
C 2.218 -4.585 -2.251 -0.153
C -2.982 -0.604 -0.760 -0.225
C 0.106 4.800 -2.154 -0.051
H 1.016 -0.353 -5.688 0.102
H -3.987 2.335 -0.939 0.113
Si 2.178 1.045 -0.304 0.505
C 4.412 -2.895 3.054 -0.017
H -2.821 0.322 4.738 0.106
H -1.460 -2.644 -1.944 0.080
C -0.585 3.598 -2.138 -0.087
H -0.368 5.679 -2.572 0.120
H 5.093 -2.798 -3.364 0.049
H 3.573 0.767 -2.352 0.021
H 5.248 -3.975 -2.070 0.040
C -0.422 -3.303 0.837 -0.537
C 2.588 1.415 1.513 -0.298
H -0.872 4.681 3.479 0.130
H 3.202 -1.050 -3.761 0.046
C -1.612 -0.904 -5.522 -0.168
H 1.501 -4.632 -3.076 0.034
H -2.659 -0.214 2.453 0.099
C -2.530 2.628 2.735 -0.183
C -4.432 -0.536 -0.289 -0.168
H -1.553 -2.945 3.216 0.038
H -2.998 3.315 3.446 0.132
H 0.246 -0.996 2.902 0.061
C -0.420 3.979 2.772 -0.183
H -2.691 -0.888 -5.687 0.114
H -2.954 -1.178 -1.691 0.083
C -0.985 0.615 -3.575 -0.393
C -2.327 -2.173 3.258 -0.165
C 0.410 0.558 -5.723 -0.176
C -5.337 -0.025 -1.423 -0.168
C -1.025 2.596 3.037 -0.399